C2H6ClN3S | ωB97M-V/def2-TZVPD

```
13
Properties=species:S:1:pos:R:3:lowdin_charge:R:1
N -1.992 -0.922 -0.458 -0.032
N -0.658 -1.174 -0.471 -0.041
C 0.094 -0.395 0.248 -0.557
C 1.497 -0.707 0.412 -0.388
Cl 2.667 0.533 -0.472 0.426
N -0.609 0.697 0.936 -0.326
S -0.873 2.041 -0.269 0.595
H -2.373 -1.625 -1.025 0.038
H -2.101 0.077 -1.158 0.133
H 1.620 -1.513 -0.170 0.022
H 1.872 -0.696 1.403 0.068
H 0.187 1.053 1.552 0.076
H 0.670 2.632 -0.528 -0.013
```

As for the orbital gap: 9.07 eV. The relative energy (zero: lowest compared OMol25 entry of this formula, charge and spin) is 56.0 kcal/mol. The calculation puts the LUMO energy at -0.06 eV. As for the structure (SMILES): N/N=C(/CCl)NS. For the HOMO energy, the calculation gives -9.1 eV. For the largest force on an atom, the calculation gives 5.4 eV Å⁻¹. Its spin multiplicity is 1.